# C23H14N6O8Tm

C23H14N6O8Tm as an isolated structure in a non-equilibrium geometry (ωB97M-V with the def2-TZVPD basis set, OMol25).

HOMO (spin up / spin down) = -12.663 / -12.661 eV
2S+1 = 3
LUMO energy (spin up / spin down) = -4.0 / -4.0 eV
Total charge = +1
Relative energy (zero: lowest compared OMol25 entry of this formula, charge and spin) = 68.0 kJ/mol
Orbital gap (spin up / spin down) = 8.69 / 8.69 eV

The geometry in XYZ format:
```
52
C23H14N6O8Tm | OMol25 | ωB97M-V with the def2-TZVPD basis set
Tm -0.293 -0.348 -0.765
O -0.330 -0.877 -2.921
O 1.679 -0.081 -0.370
O -0.873 -3.596 -4.877
O 0.682 -5.107 -5.315
O 3.499 1.239 -0.443
O -0.163 0.299 6.610
O -0.319 2.421 6.468
O -1.705 -1.774 -1.472
N 1.598 -4.106 -1.185
N -1.777 1.102 0.555
N -0.380 -0.973 1.588
N 0.285 1.737 -1.790
N -0.332 1.319 5.996
N 0.698 -3.115 -1.077
C 0.503 -1.018 4.222
C -0.674 1.213 4.562
C 0.085 -3.094 -2.249
C -1.395 2.227 4.057
C 1.623 3.587 -3.370
C -2.550 2.060 0.073
C -1.433 1.152 1.865
C 0.300 -1.999 2.060
C -0.666 0.056 2.421
C 2.375 0.961 -0.767
C -0.379 2.509 -2.658
C -1.811 2.211 2.690
C 0.245 3.446 -3.458
C 1.557 -4.709 -2.385
C -0.274 0.071 3.768
C 0.782 -2.050 3.368
C 2.325 2.784 -2.487
C -2.610 3.229 2.141
C 0.066 -4.234 -4.500
C 1.619 1.874 -1.723
C -2.999 3.144 0.831
C -0.797 -1.894 -2.351
C 0.584 -4.069 -3.123
H 0.857 -1.042 5.238
H 1.366 -2.897 3.695
H -3.626 3.896 0.375
H 2.211 -4.317 -0.415
H 2.208 -5.539 -2.612
H 3.397 2.836 -2.373
H -0.341 4.041 -4.143
H 1.448 -5.517 -4.896
H 2.141 4.309 -3.988
H 0.471 -2.809 1.364
H -1.449 2.358 -2.727
H -1.670 3.054 4.697
H -2.841 1.968 -0.966
H -2.918 4.061 2.763
```



# C23H15BiN3S6

C23H15BiN3S6 as an isolated structure (ωB97M-V with the def2-TZVPD basis set, OMol25).

HOMO = -4.746 eV
LUMO energy = 2.3 eV
Total charge = -1
Relative energy (zero: lowest compared OMol25 entry of this formula, charge and spin) = 0.0 kJ/mol
Orbital gap = 7.09 eV

The geometry in XYZ format:
```
48
C23H15BiN3S6 | OMol25 | ωB97M-V with the def2-TZVPD basis set
Bi 0.628 -0.310 0.442
S 0.337 2.680 -0.214
S 3.230 0.985 0.160
S -0.145 -2.789 -1.469
S 0.760 -2.422 2.040
S 0.222 0.918 2.671
S -2.087 -0.340 -0.015
N 0.326 0.284 -2.652
N -0.808 0.358 6.120
N -0.062 -3.450 5.448
C -1.729 -0.297 -3.716
C -0.435 0.006 5.090
C 0.059 -2.670 4.611
C -1.913 -2.856 -1.318
C 2.973 2.622 0.729
C 0.885 2.513 -1.951
C 3.903 4.572 1.863
C -2.124 1.032 -3.695
C -4.672 -3.129 -1.240
C -1.275 1.979 -3.150
C 0.011 -0.407 3.791
C -0.054 1.561 -2.633
C -0.011 -2.046 -3.130
C -2.668 -1.834 -0.723
C -3.907 -4.139 -1.818
C 1.788 3.365 0.552
C -2.535 -3.991 -1.844
C 2.722 5.285 1.684
C 0.243 -1.720 3.549
C -4.065 -2.014 -0.704
C 1.673 4.671 1.024
C -0.492 -0.626 -3.180
C 4.022 3.279 1.394
H -4.372 -5.027 -2.226
H 1.891 2.097 -1.933
H 4.940 2.727 1.547
H 0.872 3.501 -2.409
H 4.738 5.028 2.382
H 0.738 5.197 0.874
H -5.751 -3.220 -1.196
H -1.909 -4.765 -2.272
H -1.554 3.024 -3.101
H 1.051 -2.084 -3.375
H -4.664 -1.241 -0.241
H -0.564 -2.678 -3.824
H -3.090 1.322 -4.087
H 2.618 6.295 2.057
H -2.374 -1.069 -4.115
```



# C23H15Br2N3O

One molecule with the formula C23H15Br2N3O in a non-equilibrium geometry (ωB97M-V with the def2-TZVPD basis set, OMol25).

HOMO = -8.513 eV
LUMO energy = -1.0 eV
SMILES string = Cc1c(C#N)c2nc(C(=O)c3ccc(Br)cc3)cc(-c3ccc(Br)cc3)n2c1C
Relative energy (zero: lowest compared OMol25 entry of this formula, charge and spin) = 0.0 kJ/mol
Orbital gap = 7.47 eV

The geometry in XYZ format:
```
44
C23H15Br2N3O | OMol25 | ωB97M-V with the def2-TZVPD basis set
Br -3.958 1.038 7.367
Br 0.646 -1.864 -7.285
O -3.806 0.143 0.579
N 1.076 0.018 -0.622
N 2.597 1.879 3.541
N -0.349 0.721 1.249
C -3.032 0.638 2.751
C -1.311 -0.136 -0.781
C 0.984 -0.185 -5.015
C 2.133 0.813 1.208
C -1.435 0.355 0.611
C -0.390 -2.145 -4.613
C 2.387 1.389 2.510
C -4.534 0.349 4.650
C -3.604 0.961 5.491
C 3.113 0.283 0.293
C 3.022 -0.907 -2.018
C 2.446 -0.168 -0.829
C 0.918 0.572 0.657
C 0.754 0.198 -3.678
C -0.011 -0.616 -2.814
C 0.359 -1.349 -5.462
C -0.575 -1.776 -3.323
C -4.253 0.211 3.307
C -2.413 1.480 4.951
C -0.076 -0.260 -1.393
C -2.803 0.389 1.283
C -2.142 1.320 3.606
C 4.621 0.188 0.504
H 2.418 -1.762 -2.269
H 5.002 1.222 0.480
H -0.918 -3.018 -5.066
H 4.028 -1.313 -1.783
H -2.224 -0.304 -1.310
H 1.165 1.114 -3.312
H -5.490 0.060 5.043
H -1.222 1.752 3.248
H 3.175 -0.280 -2.880
H 1.664 0.388 -5.645
H 4.867 -0.280 1.476
H 5.109 -0.389 -0.246
H -5.024 -0.267 2.651
H -1.707 1.928 5.574
H -1.209 -2.389 -2.686
```



# C23H15ClF6FeN5O5S3

C23H15ClF6FeN5O5S3 as an isolated structure (ωB97M-V with the def2-TZVPD basis set, OMol25).

HOMO (spin up / spin down) = -4.263 / -4.353 eV
LUMO energy (spin up / spin down) = 2.0 / 2.0 eV
Total charge = -1
Orbital gap (spin up / spin down) = 6.30 / 6.40 eV

The geometry in XYZ format:
```
59
C23H15ClF6FeN5O5S3 | OMol25 | ωB97M-V with the def2-TZVPD basis set
Fe 0.566 0.164 -0.676
Cl -2.658 1.985 -6.820
S 2.137 -0.039 -2.442
S 1.556 1.548 1.638
S 2.250 -1.151 1.734
F 2.422 3.983 1.947
F 4.534 -0.119 0.957
F 4.631 -1.175 2.842
F 2.493 2.791 3.748
F 3.955 2.478 2.186
F 4.482 -2.284 0.992
O 1.842 -1.266 0.350
O 1.910 -2.212 2.626
O -0.463 1.667 -1.399
O 0.242 1.997 1.971
O 1.938 1.540 0.239
N -0.663 -1.062 -1.616
N 2.133 2.606 -2.740
N 4.221 1.581 -2.268
N -0.956 -0.893 0.957
N 1.926 0.231 2.404
C -2.004 1.836 -5.205
C -1.140 -2.134 0.427
C -0.936 -2.279 -0.976
C 4.092 -1.177 1.620
C -1.780 -3.024 2.569
C 2.734 3.783 -2.722
C -1.252 0.503 -3.344
C -1.032 -3.512 -1.564
C 2.890 1.534 -2.460
C -1.705 3.006 -4.481
C -1.519 -3.244 1.194
C -0.928 1.670 -2.582
C -1.214 -0.721 2.228
C 4.807 2.770 -2.263
C -1.204 2.926 -3.215
C 6.284 2.798 -1.988
C -1.624 -4.509 0.562
C 4.086 3.943 -2.468
C -1.374 -4.635 -0.774
C 2.681 2.773 2.431
C -1.653 -1.767 3.078
C -1.799 0.613 -4.641
C -1.225 -0.794 -2.745
H -2.073 -3.859 3.194
H -1.806 -1.571 -3.244
H -1.838 -1.550 4.120
H -1.043 0.267 2.631
H 6.799 3.512 -2.633
H 6.463 3.099 -0.953
H -1.885 3.968 -4.945
H 6.704 1.805 -2.130
H 2.106 4.648 -2.925
H 4.556 4.917 -2.455
H -1.892 -5.371 1.161
H -0.966 3.816 -2.648
H -1.434 -5.604 -1.251
H -0.833 -3.637 -2.620
H -2.053 -0.288 -5.186
```



| no. | DFT total energy (eV) |
| --- | --- |
| 1 | -78925.2294 |
| 2 | -99420.0107 |
| 3 | -170696.6638 |
| 4 | -137505.9795 |